A cluster of 8 separate species, C44H45Cl2F5N8O2 in total in a non-equilibrium geometry. Source: OMol25; level of theory: ωB97M-V/def2-TZVPD.

Last columns: bonded neighbours and bond lengths (Å).
Cartesian coordinates (Å):
1 C -7.89635 0.71759 -7.74863  C44 1.385, C71 1.385, H95 1.079
2 H 5.37941 -6.83268 0.37858  C42 1.085
3 C 2.55863 -8.65170 0.68856  C73 1.385, C88 1.385, H97 1.082
4 C -0.64339 1.63831 1.07008  F68 1.340, C70 1.545, F85 1.347, F104 1.331
5 H -1.56399 0.26539 -8.82847  C34 1.082
6 H -7.71558 1.49008 -3.59207  C29 1.083
7 H 2.70180 0.16989 0.18963  C81 1.080
8 H -8.42053 -0.91327 -3.55228  C48 1.082
9 H 0.28522 -1.21653 2.49449  C63 1.074
10 F 0.52811 1.40687 -0.93696  C70 1.348
11 H -0.53599 1.08279 4.18186  C26 1.082
12 N 7.87447 0.87249 0.84497  C66 1.330, C94 1.329
13 H -7.68154 3.93815 -8.73916  C32 1.081
14 C 8.44507 3.10284 1.50052  C47 1.385, H74 1.080, C94 1.387
15 H 4.89710 0.03677 1.84949  C54 1.075
16 H -1.12626 -1.65850 3.43198  C63 1.079
17 C 3.32321 5.12512 9.28006  H41 1.082, C51 1.386, C98 1.385
18 H -2.78531 1.52960 -7.05182  C78 1.081
19 C 1.72168 0.93668 6.49353  C21 1.388, H46 1.084, N57 1.330
20 C -1.15520 -2.44128 1.44812  C63 1.513, C77 1.528, Cl101 1.779, H103 1.077
21 C 1.06803 1.48673 7.58781  C19 1.388, H91 1.081, C99 1.385
22 O 1.86596 -1.64139 -0.34776  C81 1.448, C83 1.310
23 H 5.15597 4.79075 10.36347  C51 1.081
24 O 0.61452 -1.06867 -2.11544  C83 1.205
25 N -5.04820 -0.88431 -7.61720  C30 1.329, C40 1.329
26 C -0.09981 1.20945 5.16336  H11 1.082, N57 1.329, C59 1.387
27 H 4.12084 -2.36776 0.11482  C49 1.071
28 C -4.95129 0.00674 -2.34121  C65 1.388, N80 1.329, H92 1.085
29 C -7.04901 0.71808 -3.22868  H6 1.083, C48 1.387, C65 1.386
30 C -4.46232 0.19336 -7.10550  N25 1.329, H33 1.085, C78 1.387
31 H 1.51091 -5.51512 0.01425  C106 1.084
32 C -7.87166 3.07208 -8.12047  H13 1.081, C37 1.387, C44 1.386
33 H -5.02017 0.71588 -6.33497  C30 1.085
34 C -2.54046 -0.05551 -8.49088  H5 1.082, C78 1.385, C102 1.386
35 H -8.57960 0.17146 -5.79151  C71 1.083
36 H -6.81178 -2.61271 -2.73016  C105 1.085
37 C -8.35931 3.22884 -6.83133  C32 1.387, H69 1.084, N84 1.329
38 H -7.23626 1.62620 -9.57994  C44 1.082
39 H 0.12497 -2.83084 3.12070  C63 1.077
40 C -4.39119 -1.55307 -8.55941  N25 1.329, H56 1.085, C102 1.387
41 H 2.79232 5.56465 10.11415  C17 1.082
42 C 4.32396 -7.08207 0.40554  H2 1.085, N67 1.329, C88 1.386
43 H 0.60396 -7.77561 0.46434  C73 1.081
44 C -7.63064 1.78903 -8.58542  C1 1.385, C32 1.386, H38 1.082
45 H -2.65135 -1.76538 -9.79777  C102 1.081
46 H 2.74904 0.60043 6.57777  C19 1.084
47 C 9.73194 2.93957 1.01606  C14 1.385, H76 1.082, C96 1.386
48 C -7.43868 -0.61245 -3.21291  H8 1.082, C29 1.387, C105 1.387
49 C 3.99404 -1.44076 0.63663  H27 1.071, C54 1.340, C81 1.479
50 N 4.68755 3.99078 7.13548  C53 1.329, C58 1.329
51 C 4.63358 4.69684 9.42175  C17 1.386, H23 1.081, C58 1.387
52 H -1.97090 -0.63006 0.85306  C77 1.075
53 C 3.43143 4.40550 7.01209  N50 1.329, H55 1.085, C98 1.387
54 C 5.00905 -0.89051 1.31631  H15 1.075, C49 1.340, H62 1.070
55 H 2.98019 4.26613 6.03542  C53 1.085
56 H -4.88975 -2.43068 -8.95641  C40 1.085
57 N 1.15454 0.79048 5.29965  C19 1.330, C26 1.329
58 C 5.26863 4.13909 8.32200  N50 1.329, C51 1.387, H100 1.084
59 C -0.83770 1.77939 6.19009  C26 1.387, H64 1.081, C99 1.385
60 F -1.63931 0.96931 -0.89493  C70 1.358
61 H 9.34628 -0.23347 -0.05887  C66 1.085
62 H 5.98106 -1.33690 1.35179  C54 1.070
63 C -0.41820 -2.00369 2.69466  H9 1.074, H16 1.079, C20 1.513, H39 1.077
64 H -1.85373 2.10528 6.01616  C59 1.081
65 C -5.77629 1.03286 -2.77930  C28 1.388, C29 1.386, H79 1.081
66 C 9.11343 0.72859 0.38454  N12 1.330, H61 1.085, C96 1.386
67 N 3.48262 -6.07803 0.17974  C42 1.329, C106 1.329
68 F 0.37746 1.39102 1.90227  C4 1.340
69 H -8.55465 4.21845 -6.43313  C37 1.084
70 C -0.46237 0.82564 -0.23191  C4 1.545, F10 1.348, F60 1.358, N93 1.434
71 C -8.38074 0.98493 -6.47871  C1 1.385, H35 1.083, N84 1.331
72 H 1.68602 5.29348 7.88938  C98 1.081
73 C 1.67283 -7.61300 0.45490  C3 1.385, H43 1.081, C106 1.388
74 H 8.13156 4.02815 1.96014  C14 1.080
75 H 11.06847 1.54873 0.05449  C96 1.081
76 H 10.45391 3.74276 1.08374  C47 1.082
77 C -1.29678 -1.33633 0.40258  C20 1.528, H52 1.075, Cl90 1.777, N93 1.467
78 C -3.21491 0.64786 -7.50603  H18 1.081, C30 1.387, C34 1.385
79 H -5.42352 2.05511 -2.77238  C65 1.081
80 N -5.31589 -1.27077 -2.32374  C28 1.329, C105 1.329
81 C 2.64481 -0.83868 0.57266  H7 1.080, O22 1.448, C49 1.479, H87 1.075
82 H 6.54454 2.13388 1.76567  C94 1.085
83 C 0.82514 -1.09946 -0.92908  O22 1.310, O24 1.205, N93 1.459
84 N -8.60683 2.21088 -6.01301  C37 1.329, C71 1.331
85 F -1.77185 1.25053 1.69530  C4 1.347
86 H -0.77932 2.35434 8.26126  C99 1.082
87 H 2.18817 -0.82777 1.54621  C81 1.075
88 C 3.91676 -8.38172 0.66351  C3 1.385, C42 1.386, H89 1.081
89 H 4.64783 -9.15866 0.83838  C88 1.081
90 Cl -2.20110 -1.93147 -1.00655  C77 1.777
91 H 1.57987 1.58309 8.53535  C21 1.081
92 H -3.94583 0.21561 -1.99057  C28 1.085
93 N -0.12078 -0.54205 0.03160  C70 1.434, C77 1.467, C83 1.459
94 C 7.55865 2.04133 1.39198  N12 1.329, C14 1.387, H82 1.085
95 H -7.70650 -0.29799 -8.05918  C1 1.079
96 C 10.07600 1.72460 0.44569  C47 1.386, C66 1.386, H75 1.081
97 H 2.19779 -9.65261 0.88548  C3 1.082
98 C 2.70772 4.97739 8.04797  C17 1.385, C53 1.387, H72 1.081
99 C -0.23933 1.91595 7.43222  C21 1.385, C59 1.385, H86 1.082
100 H 6.29392 3.79343 8.39507  C58 1.084
101 Cl -0.53551 -3.97931 0.80316  C20 1.779
102 C -3.14056 -1.18182 -9.03052  C34 1.386, C40 1.387, H45 1.081
103 H -2.17440 -2.66807 1.71089  C20 1.077
104 F -0.74980 2.94405 0.83707  C4 1.331
105 C -6.53936 -1.56312 -2.75283  H36 1.085, C48 1.387, N80 1.329
106 C 2.18078 -6.34548 0.20660  H31 1.084, N67 1.329, C73 1.388

maximum force	1.7	eV Å⁻¹
E_LUMO	0.60	eV
SMILES	C=CCOC(=O)N([C@@H](Cl)[C@H](C)Cl)C(F)(F)C(F)(F)F.c1ccncc1.c1ccncc1.c1ccncc1.c1ccncc1.c1ccncc1.c1ccncc1.c1ccncc1
frontier orbital gap	9.959	eV
charge	0